[1]
{"formula": "C21H27MnN6OS", "method": "ωB97M-V with the def2-TZVPD basis set", "lumo_ev": [-3.005, -3.217], "total_charge": 1, "homo_lumo_gap_ev": [6.858, 6.475], "multiplicity": 6, "species": ["Mn", "S", "C", "C", "C", "C", "C", "C", "N", "C", "C", "C", "C", "C", "C", "C", "H", "H", "H", "H", "H", "H", "H", "H", "C", "N", "C", "C", "O", "N", "C", "N", "H", "H", "H", "H", "H", "H", "H", "C", "C", "C", "C", "N", "N", "H", "H", "H", "H", "H", "H", "H", "H", "H", "H", "H", "H"], "xyz": [[-1.1176, 0.3954, 0.5093], [2.8944, -2.3875, 1.6981], [1.3262, -3.0456, 1.4480], [1.1845, -4.4389, 1.5222], [-0.0514, -5.0405, 1.4740], [-1.2053, -4.2619, 1.3863], [-1.0917, -2.8960, 1.3142], [0.1604, -2.2558, 1.2947], [0.1247, -0.8931, 1.2082], [0.8520, -0.0040, 0.5564], [2.1180, 1.3524, -0.8537], [2.7665, 1.9267, -1.9246], [2.7435, 3.3131, -2.0343], [2.1108, 4.0938, -1.0808], [1.4572, 3.5196, 0.0031], [1.4741, 2.1455, 0.1005], [2.0758, -5.0384, 1.6279], [-0.1310, -6.1149, 1.5228], [-2.1781, -4.7291, 1.3759], [-1.9723, -2.2593, 1.2693], [3.2826, 1.3220, -2.6527], [3.2352, 3.7891, -2.8673], [2.1191, 5.1666, -1.1827], [0.9599, 4.1156, 0.7505], [4.5105, -0.3351, -0.0150], [3.2162, -0.2015, 0.6078], [3.2186, 0.7257, 1.7286], [1.8420, 1.1391, 2.2314], [1.5216, 1.2423, 3.3713], [0.8970, 1.3487, 1.1434], [2.0756, -0.0753, -0.3497], [2.1380, -1.1104, -1.3252], [4.8895, 0.6293, -0.3694], [4.4064, -1.0197, -0.8527], [5.2111, -0.7567, 0.7032], [3.7513, 1.6575, 1.4723], [3.7570, 0.2559, 2.5579], [1.4889, -1.8653, -1.1668], [2.0984, -0.7797, -2.2778], [-4.0437, -1.0790, -1.2075], [-3.8886, 0.3791, -0.7651], [-5.0079, 1.2443, -1.3549], [-3.9020, 0.4752, 0.7726], [-2.5537, 0.7893, -1.2745], [-2.0820, 2.0602, -0.7624], [-4.9709, -1.4960, -0.8267], [-3.2031, -1.6668, -0.8349], [-4.0578, -1.1562, -2.2924], [-5.9665, 0.9368, -0.9487], [-5.0548, 1.1440, -2.4372], [-4.8728, 2.2968, -1.1098], [-4.6673, -0.1871, 1.1723], [-4.1369, 1.4869, 1.1018], [-2.9308, 0.1572, 1.2422], [-2.6023, 0.7974, -2.2993], [-2.8352, 2.7532, -0.6940], [-1.3832, 2.4353, -1.4064]], "atomic_forces_ev_per_a": [[-0.58, 0.99, -0.83], [0.53, -0.11, 0.54], [-0.62, 0.32, -0.16], [-0.09, 0.06, -0.24], [-0.25, 0.01, 0.08], [0.09, -0.22, -0.02], [0.28, 0.30, -0.14], [-0.09, -1.78, 0.07], [0.00, 0.65, 0.89], [0.97, -0.21, -1.14], [-0.35, 0.00, 0.26], [-0.12, 0.00, 0.06], [0.07, 0.01, -0.05], [-0.08, 0.08, -0.05], [-0.07, -0.19, 0.13], [0.32, 0.02, -0.70], [0.09, -0.03, -0.03], [0.01, -0.11, 0.04], [-0.08, -0.03, 0.02], [-0.05, -0.13, 0.01], [0.10, -0.07, -0.15], [0.07, 0.06, -0.09], [0.01, 0.15, -0.02], [-0.05, 0.15, 0.12], [0.15, 0.00, -0.17], [-0.39, 0.03, -0.27], [0.39, 0.10, 0.38], [0.22, -0.06, 0.70], [0.11, 0.08, -0.15], [-0.47, 0.15, 0.23], [0.20, 0.03, 0.06], [-0.19, 0.15, -0.12], [0.10, 0.07, 0.00], [0.14, -0.02, 0.06], [0.06, 0.01, 0.04], [-0.03, -0.07, 0.00], [-0.13, 0.13, -0.04], [0.04, -0.14, 0.02], [-0.12, -0.02, 0.06], [0.24, 0.26, 0.11], [-0.21, -0.16, 0.10], [0.26, -0.09, 0.17], [0.22, 0.06, -0.26], [0.19, -0.25, -0.26], [-0.15, 0.28, 0.10], [-0.09, -0.03, 0.03], [-0.07, -0.11, 0.02], [0.00, -0.02, -0.12], [-0.13, -0.01, 0.05], [0.03, -0.04, -0.09], [-0.06, 0.12, 0.02], [0.07, -0.04, 0.06], [0.20, -0.01, 0.15], [-0.94, -0.02, 0.03], [0.13, 0.01, 0.37], [0.23, -0.19, -0.05], [-0.12, -0.14, 0.18]], "lowdin_spin": [4.25, 0.56, 0.04, 0.04, -0.02, 0.03, -0.02, 0.03, -0.11, -0.16, 0.00, 0.00, 0.00, 0.00, 0.00, 0.00, 0.01, 0.00, 0.00, 0.00, 0.00, 0.00, 0.00, 0.00, 0.01, 0.20, 0.01, -0.01, -0.01, 0.01, 0.00, 0.00, 0.00, 0.00, 0.00, 0.00, 0.00, 0.00, 0.00, 0.00, 0.01, 0.00, 0.02, 0.04, 0.03, 0.00, 0.00, 0.00, 0.00, 0.00, 0.00, 0.00, 0.00, 0.02, 0.00, 0.00, 0.00]}

[2]
{"formula": "C2H3Cl2NO", "method": "ωB97M-V with the def2-TZVPD basis set", "lumo_ev": 0.780, "total_charge": 0, "relative_energy_kj_mol": 249.2, "homo_lumo_gap_ev": 10.981, "smiles": "O/N=C/C(Cl)Cl", "species": ["O", "N", "C", "C", "Cl", "Cl", "H", "H", "H"], "xyz": [[0.9914, 1.1159, -1.7960], [0.1661, 0.8327, -0.8169], [0.3200, -0.2716, -0.1991], [-0.5583, -0.6454, 0.9858], [-0.0130, 0.1706, 2.4449], [-2.2812, -0.4446, 0.7490], [0.6366, 1.9003, -2.2427], [1.1333, -1.0089, -0.2957], [-0.3949, -1.6490, 1.1708]], "atomic_forces_ev_per_a": [[1.70, 0.10, -1.67], [-2.12, -1.09, 2.01], [0.31, 0.38, 0.27], [0.19, 1.68, -1.02], [0.20, 0.40, 0.50], [-0.38, 0.18, -0.20], [0.01, -0.22, 0.39], [-0.08, 0.57, -0.63], [0.16, -2.01, 0.34]], "nbo_charge": [-0.52, -0.08, -0.03, -0.26, -0.01, 0.01, 0.48, 0.19, 0.21]}

[3]
{"formula": "C5H7NO", "method": "ωB97M-V with the def2-TZVPD basis set", "lumo_ev": 0.677, "total_charge": 0, "relative_energy_kj_mol": 49.0, "homo_lumo_gap_ev": 11.003, "smiles": "CC(=O)[C@@H](C)C#N", "species": ["C", "C", "O", "C", "C", "C", "N", "H", "H", "H", "H", "H", "H", "H"], "xyz": [[2.0156, -0.0685, -0.3540], [0.7426, -0.3821, 0.3911], [0.7166, -0.9772, 1.4407], [-0.5740, 0.1141, -0.2577], [-1.7959, -0.6022, 0.3185], [-0.6417, 1.5698, -0.0617], [-0.6672, 2.7135, 0.1119], [2.8597, -0.5435, 0.1482], [2.1714, 1.0161, -0.3876], [1.9511, -0.4215, -1.3894], [-0.5059, -0.0542, -1.3406], [-1.7998, -0.5237, 1.4071], [-2.7203, -0.1778, -0.0812], [-1.7521, -1.6627, 0.0548]], "atomic_forces_ev_per_a": [[0.07, -0.03, 0.03], [0.08, -0.16, 0.29], [0.01, 0.20, -0.49], [-0.05, -0.01, -0.02], [-0.07, -0.04, 0.03], [0.00, 0.99, 0.15], [0.01, -1.11, -0.18], [-0.12, 0.09, -0.06], [-0.07, -0.13, 0.00], [-0.01, 0.05, 0.14], [0.02, 0.03, 0.15], [-0.02, 0.01, -0.15], [0.15, -0.04, 0.05], [0.00, 0.15, 0.06]], "nbo_charge": [-0.73, 0.62, -0.51, -0.42, -0.59, 0.28, -0.31, 0.24, 0.25, 0.23, 0.25, 0.24, 0.22, 0.22]}

[4]
{"formula": "CoFHO2S", "method": "ωB97M-V with the def2-TZVPD basis set", "lumo_ev": [-0.446, -2.229], "total_charge": 0, "relative_energy_kj_mol": 0.0, "homo_lumo_gap_ev": [8.176, 6.387], "multiplicity": 4, "species": ["S", "F", "O", "Co", "O", "H"], "xyz": [[-0.4168, -0.6123, 0.9912], [0.2241, 0.6836, -2.8402], [0.9629, -0.9006, 1.6104], [0.1112, 0.3304, -1.1602], [-0.7559, 1.0680, 1.1949], [-1.6806, 1.2765, 1.0157]], "atomic_forces_ev_per_a": [[2.25, -0.49, -0.28], [0.14, 0.38, -1.10], [-2.39, 0.84, -1.00], [-0.43, -0.89, 2.53], [0.72, 0.43, -0.39], [-0.29, -0.27, 0.25]], "lowdin_spin": [0.05, 0.14, 0.05, 2.68, 0.08, 0.00]}

[5]
{"formula": "C18H27As2Cl3F9GeN3O6PbSTe", "method": "ωB97M-V with the def2-TZVPD basis set", "lumo_ev": -0.593, "total_charge": 0, "relative_energy_kj_mol": 314.8, "homo_lumo_gap_ev": 7.920, "species": ["Pb", "O", "As", "O", "O", "C", "C", "C", "C", "C", "C", "S", "O", "O", "O", "H", "H", "H", "H", "H", "C", "C", "C", "C", "N", "N", "H", "H", "H", "H", "H", "H", "H", "H", "H", "H", "H", "H", "F", "As", "F", "F", "F", "F", "F", "C", "Te", "C", "H", "H", "H", "H", "H", "H", "F", "C", "F", "F", "C", "C", "C", "N", "C", "C", "H", "H", "H", "H", "Cl", "Ge", "Cl", "Cl"], "xyz": [[-0.0157, -0.7243, -1.6108], [-5.3124, 0.9872, -1.9241], [-4.2282, 0.2320, -0.8049], [-4.4488, -1.3563, -0.6392], [-2.6109, 0.6432, -1.3844], [-4.0390, 1.3810, 0.6834], [-4.8463, 1.3254, 1.8054], [-4.4838, 2.0580, 2.9252], [-3.3158, 2.8037, 2.9113], [-2.5008, 2.8627, 1.7866], [-2.8749, 2.1513, 0.6565], [-1.9563, 2.0782, -0.9119], [-2.4081, 2.9560, -1.9354], [-0.9047, 3.8992, -0.1197], [-0.5864, 1.5949, -0.7941], [-5.7726, 0.3187, -2.4499], [-5.7265, 0.6960, 1.8120], [-5.1012, 2.0271, 3.8128], [-3.0171, 3.3578, 3.7913], [-1.5912, 3.4369, 1.8110], [4.0435, -1.5260, 1.3898], [4.2329, -0.5436, 0.2318], [4.4682, 0.8706, 0.7496], [5.3989, -0.9916, -0.6420], [3.0679, -0.5337, -0.6868], [1.8006, -0.3247, -0.0600], [4.9651, -1.5958, 1.9682], [3.7933, -2.5229, 1.0185], [3.2651, -1.1983, 2.0836], [5.3655, 0.8956, 1.3692], [3.6374, 1.2268, 1.3604], [4.6032, 1.5616, -0.0848], [6.3179, -1.0186, -0.0566], [5.5376, -0.2989, -1.4734], [5.2223, -1.9931, -1.0422], [3.0144, -1.4406, -1.1426], [1.7433, 0.6348, 0.2930], [1.6624, -0.9564, 0.7307], [0.9761, -2.9642, -0.5347], [1.4611, -3.9104, -1.9665], [3.0800, -3.8877, -1.3735], [1.0849, -5.3580, -1.1479], [1.8993, -4.6977, -3.4117], [-0.1891, -3.7126, -2.4976], [1.7892, -2.3205, -2.7194], [3.0623, 0.1950, -4.2523], [2.0696, 1.5061, -2.9030], [0.7617, 2.3754, -4.3484], [2.3424, -0.4205, -4.7840], [3.6979, -0.4434, -3.6427], [3.6690, 0.7683, -4.9474], [1.3033, 3.0619, -4.9927], [-0.0043, 2.9196, -3.7971], [0.2933, 1.5943, -4.9425], [-4.3351, -3.4233, 3.7095], [-3.7035, -2.2603, 3.8830], [-3.0338, -2.3269, 5.0416], [-4.6415, -1.3063, 4.0261], [-2.7769, -1.9324, 2.7401], [-2.6722, -2.7611, 1.6414], [-1.8171, -2.3808, 0.6202], [-1.1060, -1.2547, 0.6625], [-1.2053, -0.4606, 1.7352], [-2.0272, -0.7663, 2.8010], [-3.2465, -3.6714, 1.5610], [-1.7080, -2.9971, -0.2653], [-0.6038, 0.4418, 1.7318], [-2.0827, -0.1024, 3.6529], [0.9462, 5.7233, 1.6423], [1.0504, 4.0803, 0.1410], [1.0153, 2.3838, 1.7793], [-1.7478, 5.3350, -0.2697]], "atomic_forces_ev_per_a": [[0.22, 0.20, -0.08], [0.00, 0.05, 0.01], [-0.25, -0.07, 0.11], [0.02, 0.04, -0.05], [-0.09, -0.25, -0.16], [0.07, 0.02, -0.02], [0.00, -0.01, -0.06], [0.00, 0.01, 0.02], [-0.02, 0.00, 0.02], [-0.01, 0.00, -0.02], [0.05, 0.03, -0.04], [-0.25, -0.50, -0.19], [0.08, 0.05, 0.16], [0.17, 0.64, 0.14], [-0.06, 0.13, 0.01], [0.01, -0.04, -0.01], [-0.01, 0.00, 0.02], [0.00, -0.01, 0.00], [0.00, 0.00, 0.00], [0.00, 0.00, -0.03], [-0.01, 0.01, 0.00], [-0.03, 0.01, 0.02], [-0.01, -0.02, -0.04], [0.00, -0.01, 0.01], [0.02, 0.00, -0.04], [-0.03, -0.10, 0.05], [0.00, -0.02, 0.00], [0.01, 0.00, 0.00], [0.00, 0.00, 0.00], [0.00, 0.00, 0.00], [-0.02, 0.01, 0.02], [0.00, 0.00, 0.01], [0.00, 0.01, -0.01], [0.01, 0.00, -0.01], [0.01, 0.00, 0.00], [0.01, 0.02, 0.01], [0.01, -0.03, 0.00], [0.02, 0.04, 0.01], [0.06, 0.03, 0.07], [-0.12, -0.07, -0.08], [-0.01, 0.00, 0.00], [0.02, -0.01, 0.02], [0.03, 0.00, -0.01], [0.06, -0.01, 0.00], [0.02, 0.00, 0.00], [0.04, -0.02, 0.03], [-0.12, -0.12, 0.00], [-0.02, 0.02, 0.03], [-0.02, 0.01, 0.00], [0.00, -0.01, -0.02], [-0.02, 0.02, 0.00], [0.03, -0.01, 0.01], [0.00, 0.01, -0.02], [0.01, -0.01, 0.00], [-0.03, -0.05, -0.02], [0.05, -0.02, -0.06], [0.05, 0.00, 0.09], [-0.07, 0.07, -0.01], [-0.01, -0.05, -0.01], [0.01, -0.01, 0.03], [0.01, 0.04, 0.01], [-0.08, -0.07, -0.04], [0.03, -0.02, 0.02], [0.01, 0.04, -0.01], [-0.01, 0.00, 0.00], [0.00, 0.00, 0.01], [-0.01, 0.02, -0.01], [0.00, 0.00, 0.01], [0.00, 0.05, 0.04], [0.14, -0.08, -0.01], [0.10, -0.05, 0.06], [-0.07, 0.03, -0.03]], "mulliken_charge": [1.28, -0.57, 0.95, -0.61, -0.64, 0.43, -0.53, -0.69, -1.04, -0.17, 0.02, 1.73, -0.74, -0.34, -0.60, 0.35, 0.49, 0.44, 0.46, 0.55, -1.76, 1.39, -1.56, -1.72, 0.12, 0.50, 0.49, 0.30, 0.41, 0.48, 0.33, 0.30, 0.45, 0.33, 0.36, 0.05, -0.25, 0.17, -0.50, 2.09, -0.47, -0.49, -0.46, -0.47, -0.57, -0.97, 0.39, -1.00, 0.34, 0.15, 0.42, 0.39, 0.23, 0.33, -0.29, 0.67, -0.27, -0.21, 0.50, -0.91, -0.51, 0.56, -0.46, -0.99, 0.52, 0.53, 0.32, 0.56, -0.41, 0.37, -0.49, -0.04]}

Number 1: M 466.5 g/mol, E_tot -75349.9134 eV. Number 2: M 128.0 g/mol, E_tot -30702.9329 eV. Number 3: M 97.1 g/mol, E_tot -8835.6948 eV. Number 4: M 143.0 g/mol, E_tot -55288.4922 eV. Number 5: M 1248.1 g/mol, E_tot -299458.6030 eV.